Density functional theory data (ωB97M-V/def2-TZVPD) for C23H19BrF2IrN4O2S2 as an isolated structure in a non-equilibrium geometry.

Each line ends with the Löwdin spin population.
Element x y z (Å)
Ir1 0.04 -0.21 -1.67  0.937
Br1 4.20 2.22 4.21  0.068
S1 -1.68 4.03 -0.44  0.069
S2 0.25 3.33 -2.55  0.120
F1 2.81 -0.50 -2.56  0.000
F2 1.52 0.63 -3.96  0.033
O1 -1.74 -0.86 -0.65  0.111
O2 -2.78 -2.62 0.94  0.011
N1 -0.90 1.52 -0.95  0.130
N2 -1.88 1.33 -0.08  0.256
N3 0.71 -2.14 -2.14  0.142
N4 1.16 -0.98 0.11  0.491
C1 0.60 -2.62 -3.40  0.021
C2 -2.79 -0.31 1.42  0.011
C3 1.98 -0.34 0.90  0.087
C4 -3.42 0.37 3.69  0.000
C5 1.05 -4.89 -2.63  -0.009
C6 0.82 -3.94 -3.64  0.123
C7 -3.11 -1.62 1.80  0.006
C8 3.57 -0.13 2.76  -0.003
C9 0.97 -3.01 -1.11  0.043
C10 -3.07 0.72 2.38  0.006
C11 1.78 1.09 1.02  0.131
C12 -0.76 2.83 -1.32  0.132
C13 1.76 0.41 -2.59  0.023
C14 0.23 5.13 -2.07  0.014
C15 2.40 1.84 1.95  -0.009
C16 2.92 -0.89 1.82  0.164
C17 3.33 1.24 2.83  0.206
C18 -2.15 0.04 0.18  0.026
C19 -1.20 5.43 -1.45  0.008
C20 1.10 -2.42 0.17  0.487
C21 -3.61 -1.91 3.01  0.000
C22 -3.75 -0.95 3.93  0.006
C23 1.12 -4.37 -1.35  0.106
H1 1.03 1.48 0.29  0.004
H2 -2.63 -2.28 0.05  -0.001
H3 -3.95 -2.92 3.14  0.000
H4 1.20 -5.93 -2.83  -0.003
H5 1.41 -5.05 -0.55  0.004
H6 0.27 5.70 -3.01  0.000
H7 0.40 -1.89 -4.15  0.007
H8 2.11 2.91 2.04  -0.003
H9 1.06 -2.93 1.10  0.025
H10 2.17 1.31 -2.11  0.003
H11 4.25 -0.59 3.45  -0.004
H12 -1.93 5.66 -2.20  0.002
H13 -2.94 1.75 2.17  0.000
H14 -3.57 1.13 4.44  0.000
H15 0.70 -4.25 -4.68  0.006
H16 -1.18 6.32 -0.83  0.000
H17 3.15 -1.92 1.65  0.013
H18 -4.02 -1.28 4.91  0.000
H19 0.98 5.31 -1.41  0.003

Calculated values
- Lowest unoccupied orbital energy (spin up / spin down): -3.3044 / -5.5156 eV
- Total charge: +1
- DFT total energy: -4931.450947 Eh
- Strongest force on any atom: 4.50 eV/Å
- E_HOMO (spin up / spin down): -9.98 / -11.02 eV
- Spin multiplicity: 5
- Kohn-Sham gap (spin up / spin down): 6.68 / 5.51 eV
- Expectation value of S²: 6.09



Density functional theory data (ωB97M-V/def2-TZVPD) for C23H19BrIrN4O6S4 as an isolated structure in a non-equilibrium geometry.

Each line ends with the Mulliken charge.
Element x y z (Å)
Ir1 0.61 0.49 2.89  1.548
Br1 -2.24 -6.61 3.58  -0.222
S1 2.96 5.79 -0.31  -0.433
S2 1.60 1.77 5.20  0.596
S3 -0.65 1.48 1.11  -0.419
S4 1.61 3.64 1.17  0.030
O1 -0.98 -1.51 3.91  -0.156
O2 1.21 2.20 3.71  -0.493
O3 -1.05 -0.27 5.82  -0.562
O4 1.49 0.22 4.91  -0.902
O5 3.00 2.11 5.45  -0.590
O6 -0.27 -1.35 1.44  -0.423
N1 0.79 4.29 -1.12  0.596
N2 -0.59 -4.49 -1.25  -0.777
N3 -0.75 -2.27 -1.09  -0.004
N4 -0.03 3.24 -0.73  -0.867
C1 -0.66 4.58 -4.51  -0.535
C2 1.76 4.65 -0.23  0.217
C3 1.10 5.99 -2.90  -0.440
C4 -1.66 -4.94 2.87  -0.375
C5 -0.95 -3.62 1.02  0.408
C6 -1.58 -3.85 3.73  -0.589
C7 0.80 6.44 -4.18  -0.660
C8 -1.13 -2.64 3.22  0.286
C9 -1.28 -1.51 5.33  -0.613
C10 -1.37 -4.85 1.53  -0.822
C11 -0.08 5.75 -5.00  -0.446
C12 -0.78 -2.55 1.87  0.638
C13 0.27 2.79 0.43  0.248
C14 -0.43 -2.35 -4.78  -0.445
C15 0.53 4.82 -2.42  0.708
C16 -0.37 -4.55 -3.76  -0.758
C17 -0.37 4.12 -3.24  -0.322
C18 -0.51 -3.93 -2.52  0.562
C19 2.35 0.05 1.92  -1.351
C20 -0.62 -2.54 -2.44  0.446
C21 -0.57 -1.72 -3.56  -1.013
C22 -0.34 -3.74 -4.88  -0.463
C23 -0.74 -3.49 -0.44  0.233
H1 -0.39 -1.75 -5.68  0.381
H2 -0.67 -2.29 5.79  0.414
H3 -1.86 -3.96 4.76  0.486
H4 -1.35 4.02 -5.13  0.347
H5 2.23 0.18 0.84  0.320
H6 -0.65 -0.64 -3.49  0.592
H7 -0.24 -4.20 -5.86  0.364
H8 -0.31 6.11 -5.99  0.366
H9 2.66 -0.97 2.17  0.361
H10 -0.82 3.22 -2.87  0.420
H11 -0.29 -5.63 -3.82  0.422
H12 1.78 6.55 -2.29  0.176
H13 1.26 7.35 -4.53  0.347
H14 0.39 -1.50 0.75  0.369
H15 -1.00 -1.38 -0.68  0.189
H16 3.08 0.76 2.29  0.278
H17 -2.34 -1.75 5.45  0.401
H18 -0.10 -0.06 5.71  0.343
H19 -1.46 -5.69 0.86  0.587

Calculated values
- Lowest unoccupied orbital energy: 1.8042 eV
- Energy above the lowest of the compared OMol25 structures with the same formula, charge and spin: 0.0 kJ/mol
- Total charge: -1
- DFT total energy: -5829.509947 Eh
- Strongest force on any atom: 1.76 eV/Å
- E_HOMO: -5.22 eV
- Spin multiplicity: 1
- Kohn-Sham gap: 7.02 eV



Density functional theory data (ωB97M-V/def2-TZVPD) for C23H19BrN5O3S2Zn as an isolated structure in a non-equilibrium geometry.

Each line ends with the Mulliken charge.
Element x y z (Å)
Br1 -1.74 -2.69 -0.65  -0.110
Zn1 0.94 0.13 -0.56  0.572
S1 1.97 -1.79 -1.31  -0.471
S2 3.33 -0.25 -1.51  1.128
O1 4.17 -0.27 -0.32  -0.642
O2 2.43 0.96 -1.52  -0.683
O3 4.05 -0.41 -2.75  -0.710
N1 -1.51 1.28 0.98  -1.249
N2 -0.68 0.74 -1.81  0.144
N3 1.85 0.89 1.40  0.182
N4 -0.27 1.05 0.79  1.057
N5 -0.21 -1.83 1.45  -0.163
C1 -0.15 3.02 -4.66  -0.708
C2 0.64 2.23 -5.50  -0.431
C3 1.34 -3.12 2.74  0.889
C4 -1.94 0.84 -1.43  0.662
C5 0.64 -1.95 2.45  -0.561
C6 -2.34 1.02 -0.04  -0.211
C7 1.62 2.51 3.62  -0.351
C8 -4.32 0.80 -2.02  -0.594
C9 -0.41 -2.87 0.68  -0.122
C10 2.28 -3.20 3.90  -1.425
C11 0.23 -4.09 0.84  -0.413
C12 0.48 0.41 -3.93  -0.312
C13 -0.31 1.19 -3.09  -0.203
C14 2.85 1.99 3.25  -0.742
C15 0.67 1.42 1.73  0.529
C16 -0.62 2.50 -3.47  0.348
C17 0.94 0.93 -5.13  -0.646
C18 0.50 2.22 2.86  -0.840
C19 -4.69 0.95 -0.66  -0.681
C20 1.13 -4.20 1.88  -0.397
C21 -3.72 1.09 0.29  -0.376
C22 2.92 1.17 2.13  -0.375
C23 -3.01 0.79 -2.39  -0.417
H1 -0.38 4.04 -4.94  0.339
H2 3.85 0.72 1.78  0.487
H3 -5.74 0.96 -0.38  0.358
H4 3.29 -2.94 3.58  0.259
H5 1.03 2.65 -6.42  0.355
H6 0.77 -1.07 3.07  0.342
H7 0.72 -0.61 -3.64  0.321
H8 1.53 3.14 4.50  0.399
H9 3.75 2.22 3.82  0.406
H10 2.31 -4.21 4.31  0.417
H11 -3.97 1.21 1.33  0.413
H12 0.03 -4.91 0.17  0.391
H13 -0.49 2.60 3.10  0.460
H14 -2.74 0.65 -3.43  0.449
H15 1.67 -5.13 2.04  0.376
H16 -5.09 0.68 -2.77  0.380
H17 1.99 -2.51 4.69  0.366
H18 -1.20 3.11 -2.79  0.415
H19 1.56 0.31 -5.77  0.390

Calculated values
- Lowest unoccupied orbital energy: 1.8159 eV
- Total charge: -1
- DFT total energy: -6537.217637 Eh
- Strongest force on any atom: 1.25 eV/Å
- E_HOMO: -4.53 eV
- Spin multiplicity: 1
- Kohn-Sham gap: 6.35 eV



Density functional theory data (ωB97M-V/def2-TZVPD) for a 2-piece molecular cluster, C23H19Cl4NO2 overall in a non-equilibrium geometry.

Each line ends with the Mulliken charge.
Element x y z (Å)
Cl1 3.30 5.24 2.37  -0.137
Cl2 3.36 2.14 1.52  -0.133
Cl3 -1.95 2.08 1.22  -0.085
Cl4 -2.10 5.09 2.19  -0.138
O1 0.68 0.93 2.21  -0.522
O2 0.55 6.16 2.94  -0.608
N1 0.76 1.06 -0.57  0.189
C1 1.88 4.30 2.22  0.200
C2 0.60 5.02 2.48  0.294
C3 -2.44 -1.88 -0.77  0.342
C4 -3.52 -2.73 -1.03  -0.906
C5 -0.49 2.25 -2.17  -0.730
C6 0.87 -1.79 0.14  -0.204
C7 0.04 -1.29 -1.03  0.064
C8 0.82 2.25 -1.36  -0.489
C9 1.91 2.97 1.93  0.227
C10 0.68 2.14 1.96  0.518
C11 -1.04 0.82 -2.07  -0.635
C12 0.27 -2.37 1.26  -0.070
C13 2.46 -2.71 2.26  -0.460
C14 -0.31 0.19 -0.86  -0.263
C15 -0.62 4.25 2.12  0.189
C16 -1.00 -3.31 -2.08  -0.486
C17 -0.56 2.93 1.80  0.280
C18 -3.34 -3.87 -1.82  -0.487
C19 1.07 -2.83 2.32  -0.772
C20 -2.07 -4.17 -2.35  -0.677
C21 3.06 -2.11 1.14  -0.703
C22 -1.18 -2.17 -1.30  -0.161
C23 2.27 -1.65 0.09  -0.126
H1 -2.12 0.79 -1.91  0.284
H2 1.73 2.24 -1.98  0.406
H3 2.72 -1.18 -0.79  0.414
H4 4.15 -2.00 1.08  0.399
H5 3.08 -3.05 3.09  0.383
H6 0.88 3.15 -0.72  0.120
H7 -0.94 0.27 0.04  -0.120
H8 -0.30 2.57 -3.20  0.392
H9 -0.82 -2.44 1.31  0.410
H10 -1.91 -5.05 -2.96  0.389
H11 0.00 -3.52 -2.48  0.373
H12 0.67 -1.35 -1.93  0.664
H13 -0.80 0.25 -2.99  0.409
H14 0.59 -3.30 3.18  0.380
H15 -4.50 -2.50 -0.61  0.391
H16 1.56 0.76 -0.03  0.104
H17 -2.59 -0.99 -0.15  0.486
H18 -1.19 2.94 -1.69  0.233
H19 -4.18 -4.54 -2.03  0.373

Calculated values
- Lowest unoccupied orbital energy: -2.2716 eV
- Energy above the lowest of the compared OMol25 structures with the same formula, charge and spin: 0.0 kJ/mol
- SMILES: c1ccc(C(c2ccccc2)[C@@H]2CCCN2)cc1.O=C1C(Cl)=C(Cl)C(=O)C(Cl)=C1Cl
- DFT total energy: -2933.802606 Eh
- Strongest force on any atom: 2.86 eV/Å
- E_HOMO: -8.10 eV
- Spin multiplicity: 1
- Kohn-Sham gap: 5.83 eV